1.
# C16H14F3NOSTeZn

A molecular structure, C16H14F3NOSTeZn (wB97M-V/def2-TZVPD, OMol25).

Values from the calculation:
Expectation value of S²: 0.752
Highest occupied orbital energy (alpha / beta) (eV): -1.80 / -4.77

The geometry in ORCA input format:
```
! RIJCOSX wB97M-V def2-TZVPD def2/J DEFGRID3
* xyz -1 2
Zn -3.833 0.837 -0.818
O -2.919 -0.109 0.838
N -2.923 -1.413 0.983
C -2.585 -1.894 2.198
C -2.523 -3.236 2.459
C -2.820 -4.127 1.424
C -3.169 -3.631 0.199
C -3.249 -2.243 -0.064
S -3.731 -1.605 -1.572
H -2.364 -1.120 2.917
H -2.248 -3.571 3.449
H -2.777 -5.197 1.587
H -3.407 -4.292 -0.622
F 4.300 1.892 2.320
C 3.995 2.842 1.419
F 4.161 4.032 2.028
F 4.949 2.778 0.465
C 2.619 2.677 0.860
C 1.987 1.443 0.894
C 0.731 1.293 0.330
C 0.075 2.368 -0.279
C 0.728 3.606 -0.299
C 1.985 3.757 0.263
C -1.211 2.178 -0.870
C -2.253 1.930 -1.462
H 2.485 0.598 1.352
H 0.225 0.336 0.358
H 0.232 4.446 -0.767
H 2.478 4.721 0.243
C 2.373 -0.089 -2.723
Te 0.326 -0.488 -3.174
C 0.089 -1.984 -1.675
H 2.983 -0.973 -2.903
H 2.458 0.234 -1.686
H 2.700 0.720 -3.377
H 1.060 -2.438 -1.477
H -0.604 -2.736 -2.047
H -0.323 -1.542 -0.769
*
```


2.
# C2H3NO2

C2H3NO2 in the gas phase (wB97M-V/def2-TZVPD, OMol25).

Values from the calculation:
Relative energy (zero: lowest compared OMol25 entry of this formula, charge and spin) (kcal per mole): 57.92
SMILES: C=NOC=O
Highest occupied orbital energy (eV): -10.86

The geometry in ORCA input format:
```
! RIJCOSX wB97M-V def2-TZVPD def2/J DEFGRID3
* xyz 0 1
C -1.680 -0.218 -0.032
N -0.517 0.362 0.092
O 0.535 -0.512 0.062
C 1.633 0.256 -0.020
O 2.711 -0.272 0.015
H -1.623 -1.292 -0.040
H -2.523 0.363 -0.022
H 1.463 1.314 -0.054
*
```


3.
# C39H37AlN5P2S3

A molecular structure, C39H37AlN5P2S3 (wB97M-V/def2-TZVPD, OMol25).

Values from the calculation:
Highest occupied orbital energy (eV): -10.02

The geometry in ORCA input format:
```
! RIJCOSX wB97M-V def2-TZVPD def2/J DEFGRID3
* xyz 1 1
Al -0.049 0.004 -1.714
S 0.238 2.490 -1.484
P 0.250 1.749 0.398
C -0.313 0.088 0.408
P -2.065 0.014 0.161
S -2.451 0.201 -1.820
C -2.634 -1.623 0.712
C -2.170 -2.127 1.927
C -2.616 -3.357 2.386
C -3.530 -4.086 1.638
C -3.988 -3.591 0.426
C -3.540 -2.363 -0.038
C -3.097 1.204 1.056
C -3.342 2.448 0.482
C -4.100 3.386 1.165
C -4.607 3.084 2.421
C -4.355 1.849 2.998
C -3.602 0.905 2.319
C 1.963 1.725 1.026
C 2.847 2.737 0.670
C 4.103 2.799 1.254
C 4.474 1.855 2.202
C 3.589 0.848 2.566
C 2.332 0.785 1.983
C -0.384 2.953 1.606
C -0.408 4.308 1.299
C -0.720 5.228 2.289
C -1.006 4.797 3.575
C -0.974 3.442 3.880
C -0.651 2.519 2.900
H -1.460 -1.552 2.512
H -2.252 -3.748 3.328
H -3.889 -5.040 2.002
H -4.698 -4.161 -0.159
H -3.894 -1.975 -0.984
H -2.947 2.675 -0.501
H -4.293 4.346 0.707
H -5.206 3.814 2.951
H -4.749 1.618 3.979
H -3.420 -0.065 2.762
H 2.543 3.469 -0.069
H 4.788 3.593 0.984
H 5.449 1.911 2.669
H 3.877 0.122 3.316
H 1.625 0.015 2.270
H -0.188 4.634 0.289
H -0.731 6.286 2.057
H -1.249 5.517 4.345
H -1.193 3.112 4.887
H -0.606 1.461 3.131
N 1.937 1.249 -3.916
C 2.634 0.844 -2.799
C 3.953 1.279 -2.643
C 4.708 0.778 -1.609
C 4.132 -0.146 -0.743
C 2.809 -0.464 -0.921
N 2.049 0.028 -1.916
C 0.878 0.598 -4.519
C 0.771 0.648 -5.912
C -0.229 -0.061 -6.535
C -1.104 -0.816 -5.758
C -0.950 -0.796 -4.395
N 0.013 -0.090 -3.768
H 2.434 1.885 -4.516
H 4.372 1.993 -3.341
H 5.738 1.082 -1.483
H 4.692 -0.571 0.077
H 2.304 -1.143 -0.250
H 1.489 1.222 -6.482
H -0.322 -0.048 -7.612
H -1.899 -1.393 -6.205
H -1.625 -1.347 -3.755
C 0.692 -5.518 -1.624
N 0.834 -4.607 -0.514
C 1.447 -5.024 0.744
C 1.314 -3.766 1.617
N 0.822 -2.769 0.676
C 0.570 -3.294 -0.515
S 0.025 -2.482 -1.912
H 1.627 -5.631 -2.178
H -0.070 -5.141 -2.302
H 0.386 -6.492 -1.242
H 2.490 -5.306 0.576
H 0.920 -5.888 1.150
H 2.268 -3.448 2.041
H 0.607 -3.906 2.439
H 0.582 -1.758 0.879
*
```


4.
# C3H4HgLiO3

A molecular structure, C3H4HgLiO3 (wB97M-V/def2-TZVPD, OMol25).

Values from the calculation:
Relative energy (zero: lowest compared OMol25 entry of this formula, charge and spin) (kcal per mole): 27.78
Expectation value of S²: 0.760
Highest occupied orbital energy (alpha / beta) (eV): -7.33 / -8.27

The geometry in ORCA input format:
```
! RIJCOSX wB97M-V def2-TZVPD def2/J DEFGRID3
* xyz 0 2
O -0.475 0.570 1.892
C -0.959 -0.598 1.497
C 0.186 1.206 0.752
O -1.736 -1.275 2.121
O -0.475 -0.916 0.295
C 0.633 0.050 -0.105
H 1.015 1.811 1.135
H -0.571 1.851 0.279
H 1.559 -0.353 0.341
Li -0.785 -1.498 -1.931
Hg 1.175 0.444 -2.671
H 0.434 -1.291 -3.605
*
```